[1]
The following is a DFT calculation (wB97M-V/def2-TZVPD) of a single C28H36O6 molecule.

Each line ends with the Löwdin charge.
Geometry (Å):
C  5.49  3.80  -1.77  -0.081
C  5.70  3.14  -0.41  -0.153
C  4.41  2.52  0.17  -0.434
C  3.31  3.56  0.35  0.017
O  4.03  1.50  -0.74  0.009
C  3.08  0.58  -0.43  -0.243
C  2.44  0.43  0.80  0.005
C  1.50  -0.57  0.98  -0.001
C  1.17  -1.46  -0.04  -0.184
C  0.09  -2.51  0.22  -0.360
C  -1.22  -1.74  0.32  -0.163
C  -2.12  -1.87  1.37  -0.011
C  -3.29  -1.13  1.40  0.012
C  -3.60  -0.25  0.37  -0.250
O  -4.82  0.38  0.47  -0.048
C  -5.02  1.74  0.07  -0.413
C  -3.85  2.64  0.45  0.017
C  -5.40  1.88  -1.41  -0.162
C  -6.49  0.89  -1.82  -0.066
C  -6.25  2.22  0.90  -0.491
O  -6.68  3.33  0.79  0.129
O  -6.77  1.31  1.71  0.148
C  -2.72  -0.12  -0.69  0.006
C  -1.54  -0.85  -0.70  -0.004
C  -0.06  -3.55  -0.90  -0.129
C  1.16  -4.46  -1.06  -0.188
C  1.50  -5.16  0.25  -0.199
C  1.69  -4.12  1.35  -0.181
C  0.41  -3.30  1.51  -0.149
C  1.79  -1.28  -1.27  -0.032
C  2.73  -0.29  -1.46  0.020
C  4.84  1.96  1.53  -0.513
O  4.72  2.54  2.58  0.128
O  5.46  0.78  1.42  0.142
H  4.98  3.12  -2.44  0.079
H  6.45  4.06  -2.20  0.075
H  4.90  4.71  -1.67  0.071
H  6.09  3.86  0.31  0.130
H  6.42  2.32  -0.52  0.124
H  3.67  4.37  0.98  0.099
H  2.43  3.13  0.82  0.085
H  3.02  3.95  -0.62  0.090
H  2.66  1.08  1.63  0.110
H  1.01  -0.64  1.93  0.121
H  -1.92  -2.53  2.19  0.107
H  -3.98  -1.24  2.22  0.119
H  -3.55  2.45  1.48  0.106
H  -2.99  2.48  -0.20  0.082
H  -4.17  3.68  0.36  0.098
H  -5.76  2.90  -1.55  0.126
H  -4.52  1.75  -2.04  0.104
H  -7.40  1.07  -1.25  0.082
H  -6.16  -0.13  -1.64  0.078
H  -6.71  1.00  -2.88  0.076
H  -6.26  0.48  1.62  0.119
H  -2.93  0.53  -1.52  0.105
H  -0.87  -0.72  -1.53  0.120
H  -0.28  -3.06  -1.85  0.112
H  -0.93  -4.17  -0.66  0.132
H  2.03  -3.88  -1.37  0.102
H  0.95  -5.20  -1.83  0.113
H  2.40  -5.76  0.13  0.109
H  0.68  -5.84  0.53  0.114
H  2.52  -3.46  1.09  0.117
H  1.92  -4.61  2.30  0.112
H  0.50  -2.63  2.36  0.111
H  -0.41  -3.99  1.71  0.119
H  1.54  -1.90  -2.11  0.109
H  3.21  -0.16  -2.42  0.121
H  5.76  0.47  2.29  0.145

Calculated values
largest force on an atom: 0.792 eV/A
relative energy (zero: lowest compared OMol25 entry of this formula, charge and spin): 0.000 eV
electronic energy: -1540.04857 hartree
frontier orbital gap: 8.85 eV

[2]
The following is a DFT calculation (wB97M-V/def2-TZVPD) of 4 unconnected molecules or ions with the total composition C28H37BF3O7PS at a distorted geometry.

Each line ends with the Löwdin charge.
Geometry (Å):
C  1.66  -5.46  3.10  -0.067
C  3.04  -5.27  2.50  -0.222
O  3.37  -3.88  2.27  0.033
B  2.66  -3.25  1.29  -0.784
O  1.91  -3.92  0.34  0.093
P  2.62  -1.32  1.26  1.069
C  3.07  -0.84  3.01  -0.344
C  1.87  -0.74  3.99  -0.239
C  0.50  -1.01  3.39  -0.291
C  -0.62  -0.77  4.41  -0.202
S  -2.19  -0.88  3.52  0.576
O  -3.26  -1.23  4.36  -0.256
O  -2.04  -1.80  2.45  -0.273
O  -2.42  0.56  2.83  -0.180
C  3.91  -0.68  0.09  -0.378
C  3.35  -0.88  -1.33  -0.253
C  4.47  -0.77  -2.40  -0.093
C  4.33  -1.85  -3.41  -0.534
O  5.18  -2.58  -3.74  0.163
O  3.07  -1.93  -4.01  0.056
H  1.55  -4.96  4.05  0.081
H  1.52  -6.52  3.30  0.082
H  0.85  -5.16  2.45  0.079
H  3.09  -5.83  1.57  0.115
H  3.78  -5.65  3.19  0.121
H  2.45  -4.32  -0.35  0.112
H  3.79  -1.55  3.42  0.064
H  3.60  0.11  2.98  0.070
H  1.88  0.20  4.54  0.106
H  2.04  -1.51  4.75  0.109
H  0.44  -2.06  3.12  0.102
H  0.28  -0.39  2.54  0.077
H  -0.64  -1.50  5.21  0.111
H  -0.55  0.24  4.79  0.105
H  -1.82  0.54  2.06  0.100
H  4.06  0.39  0.21  0.083
H  4.87  -1.17  0.22  0.080
H  2.54  -0.19  -1.53  0.111
H  2.95  -1.89  -1.37  0.081
H  4.37  0.17  -2.92  0.130
H  5.44  -0.79  -1.91  0.116
H  2.62  -2.68  -3.59  0.113
F  1.76  -5.69  -5.12  0.049
C  3.04  -5.93  -5.48  -0.285
C  3.87  -4.86  -5.76  -0.022
C  5.19  -5.11  -6.12  -0.076
C  5.65  -6.42  -6.20  -0.096
C  4.80  -7.48  -5.92  -0.088
C  3.49  -7.24  -5.55  -0.024
H  3.49  -3.85  -5.69  0.102
H  5.85  -4.28  -6.33  0.108
H  6.68  -6.61  -6.49  0.100
H  5.16  -8.49  -6.00  0.103
H  2.81  -8.05  -5.33  0.115
F  -1.66  3.40  1.64  0.047
C  -2.94  3.86  1.70  -0.275
C  -3.20  5.16  1.34  -0.010
C  -4.50  5.63  1.40  -0.088
C  -5.52  4.79  1.83  -0.099
C  -5.23  3.48  2.20  -0.070
C  -3.93  3.01  2.13  -0.012
H  -2.39  5.80  1.01  0.119
H  -4.73  6.64  1.11  0.086
H  -6.54  5.15  1.89  0.099
H  -6.02  2.82  2.54  0.107
H  -3.68  1.99  2.41  0.086
F  -4.55  7.87  -1.12  0.054
C  -5.82  8.32  -1.05  -0.287
C  -6.09  9.62  -1.42  -0.017
C  -7.39  10.09  -1.36  -0.083
C  -8.41  9.25  -0.92  -0.097
C  -8.12  7.94  -0.55  -0.078
C  -6.82  7.47  -0.62  -0.022
H  -5.28  10.27  -1.75  0.118
H  -7.62  11.10  -1.65  0.105
H  -9.43  9.61  -0.87  0.101
H  -8.91  7.29  -0.21  0.106
H  -6.58  6.45  -0.35  0.101

Calculated values
largest force on an atom: 2.859 eV/A
electronic energy: -2679.84811 hartree
frontier orbital gap: 8.28 eV

[3]
The following is a DFT calculation (wB97M-V/def2-TZVPD) of a molecular structure, C28H37BrN2O4SSiV at a distorted geometry.

Each line ends with the Löwdin charge.
Geometry (Å):
V  1.04  1.28  0.08  0.905
Br  6.16  0.69  5.56  0.820
C  4.60  0.96  4.63  -0.747
C  3.41  0.52  5.24  -0.073
C  2.29  0.73  4.46  0.014
C  2.32  1.07  3.07  -0.337
O  1.31  1.07  2.30  -0.117
C  3.59  1.52  2.52  -0.132
C  3.91  1.76  1.18  0.004
N  3.21  1.24  0.12  -0.024
C  3.78  1.07  -1.11  -0.244
C  5.13  0.81  -1.31  0.014
C  5.61  0.38  -2.59  -0.025
C  4.79  0.45  -3.71  -0.024
C  3.41  0.74  -3.61  -0.143
C  2.48  0.76  -4.67  0.045
C  1.12  1.00  -4.40  -0.017
C  0.70  1.27  -3.11  -0.069
N  1.61  1.22  -2.09  0.019
C  2.93  1.05  -2.30  -0.143
C  4.70  1.53  3.40  -0.099
H  3.51  0.05  6.23  0.115
H  1.26  0.53  4.86  0.129
H  4.95  2.05  0.96  0.133
H  5.70  0.73  -0.39  0.113
H  6.65  0.07  -2.73  0.118
H  5.14  0.06  -4.62  0.107
H  2.81  0.60  -5.69  0.126
H  0.37  1.01  -5.18  0.112
H  -0.34  1.49  -2.84  0.113
H  5.64  1.94  3.09  0.107
C  -0.13  -2.10  -1.95  -0.009
C  0.13  -1.83  -0.45  -0.491
C  1.59  -1.88  -0.07  -0.027
C  -0.76  -2.65  0.48  -0.018
O  -0.29  -0.31  -0.17  -0.340
Si  -1.82  0.36  -0.16  -0.138
S  -1.13  2.36  0.16  0.445
O  -2.79  -0.14  1.02  -0.177
C  -2.95  -0.07  2.51  -0.593
C  -3.56  1.30  2.74  -0.034
C  -1.63  -0.37  3.20  -0.025
C  -3.97  -1.18  2.81  -0.028
O  -2.66  0.08  -1.53  -0.176
C  -4.08  -0.06  -2.00  -0.601
C  -4.56  -1.44  -1.68  -0.034
C  -3.96  0.13  -3.54  -0.023
C  -4.88  0.99  -1.29  -0.029
H  -0.20  -3.18  -2.17  0.105
H  0.67  -1.71  -2.63  0.094
H  -1.06  -1.62  -2.24  0.064
H  2.04  -2.88  -0.36  0.131
H  1.72  -1.77  1.00  0.092
H  2.17  -1.17  -0.67  0.061
H  -0.50  -3.75  0.32  0.121
H  -1.84  -2.47  0.22  0.104
H  -0.45  -2.42  1.54  0.089
H  -2.77  2.07  2.51  0.075
H  -3.94  1.48  3.74  0.088
H  -4.43  1.44  2.05  0.093
H  -0.78  0.29  2.91  0.069
H  -1.33  -1.42  2.96  0.075
H  -1.79  -0.28  4.29  0.105
H  -4.94  -1.02  2.29  0.095
H  -4.16  -1.18  3.91  0.101
H  -3.51  -2.14  2.50  0.090
H  -3.86  -2.20  -2.12  0.101
H  -5.57  -1.64  -2.05  0.096
H  -4.66  -1.54  -0.57  0.096
H  -3.28  -0.65  -3.92  0.081
H  -3.60  1.17  -3.74  0.093
H  -4.97  0.03  -4.06  0.109
H  -4.87  0.79  -0.19  0.080
H  -5.93  0.95  -1.60  0.103
H  -4.50  1.98  -1.41  0.086

Calculated values
expectation value of S²: 2.041
2S+1: 3
largest force on an atom: 3.276 eV/A
relative energy (zero: lowest compared OMol25 entry of this formula, charge and spin): 0.000 eV
electronic energy: -5705.33220 hartree
frontier orbital gap (alpha / beta): 6.08 / 6.46 eV
total charge: +1